Density functional theory data (the ωB97M-V functional and the def2-TZVPD basis) for a cluster of 13 separate species, C33H74BF25N7O13P2 in total in a non-equilibrium geometry.

Geometry as XYZ:
```
155
Properties=species:S:1:pos:R:3:forces:R:3
C -22.886 27.683 -10.769 -1.12 -0.80 -1.47
C -22.366 29.067 -10.731 2.13 -0.01 2.56
O -21.440 29.409 -10.033 -2.12 0.17 -1.94
N -23.066 30.107 -11.656 -0.79 0.67 1.58
H -22.527 30.272 -12.495 0.31 -0.02 -0.34
H -23.949 29.689 -11.911 -0.49 -0.22 -0.39
C -23.394 31.470 -10.981 1.39 0.55 -0.08
H -23.937 27.503 -10.994 -0.64 0.90 0.71
H -22.617 26.998 -9.965 0.47 0.63 -0.02
H -22.605 27.265 -11.736 1.05 -0.25 -0.15
H -24.265 31.972 -11.402 -0.23 -0.79 0.03
H -22.566 32.149 -11.183 0.17 -0.28 -0.21
H -23.390 31.415 -9.893 -0.48 -0.61 -0.20
C -24.508 18.900 -3.891 0.49 -0.02 1.01
C -25.760 19.666 -3.736 -0.03 -0.30 -3.82
O -26.241 20.208 -4.701 -0.53 -0.28 3.31
N -26.422 19.448 -2.350 0.25 0.22 -1.30
H -25.760 18.895 -1.824 -0.03 -1.07 -0.04
H -26.313 20.309 -1.832 -1.09 1.04 0.11
C -27.835 18.843 -2.499 0.85 1.27 1.26
H -23.820 19.277 -3.134 0.58 0.08 -0.20
H -24.137 19.002 -4.911 0.06 0.00 0.33
H -24.653 17.857 -3.611 -0.14 -0.20 -0.21
H -28.119 18.627 -1.469 -0.26 -0.37 -0.27
H -27.772 17.967 -3.144 -0.09 0.30 0.07
H -28.442 19.681 -2.842 -0.10 -0.46 -0.39
C -20.256 20.040 5.512 0.66 -0.15 -0.54
C -19.921 21.142 4.519 0.90 0.50 3.00
O -19.144 22.039 4.709 -1.72 -1.40 -1.22
N -20.573 20.909 3.203 1.94 0.24 -1.15
H -21.177 20.100 3.172 -0.22 -0.25 0.44
H -21.118 21.704 2.902 -0.13 0.70 -0.23
C -19.426 20.623 2.186 -1.33 -1.36 -0.47
H -21.290 19.697 5.548 -0.16 0.57 0.12
H -19.802 20.224 6.485 -0.35 0.27 -0.12
H -19.738 19.161 5.127 0.29 -0.26 -0.12
H -18.886 21.515 1.869 -0.28 -0.19 0.18
H -19.977 20.057 1.435 0.18 0.89 -0.88
H -18.818 19.787 2.533 0.41 0.64 0.84
C -28.180 37.067 0.706 0.30 0.24 1.63
C -27.355 36.405 1.818 0.10 -1.04 -2.06
O -27.519 35.348 2.319 -0.03 0.96 0.27
N -25.945 37.058 2.062 0.55 -0.55 -0.62
H -25.684 37.769 1.395 0.00 -0.29 -1.36
H -26.022 37.693 2.844 0.05 -0.37 1.25
C -24.846 35.973 2.273 -0.43 1.42 2.60
H -27.676 37.952 0.318 -0.14 -0.22 -0.25
H -29.096 37.385 1.204 -0.20 0.12 -0.16
H -28.458 36.329 -0.047 0.31 0.03 0.04
H -24.881 35.056 1.684 -0.36 0.67 -0.32
H -25.043 35.792 3.330 -0.06 -1.08 -0.13
H -23.879 36.460 2.396 -0.01 0.12 -1.07
C -31.307 29.534 1.409 -0.52 0.84 0.92
C -31.336 29.609 -0.084 -0.09 2.30 0.70
O -31.140 30.643 -0.680 -0.33 -2.66 0.42
N -31.817 28.366 -0.785 1.51 1.31 -1.07
H -31.648 27.564 -0.195 0.43 -0.75 0.01
H -32.822 28.437 -0.849 -0.61 0.10 -0.16
C -31.239 28.332 -2.211 -1.02 -0.74 -0.27
H -31.443 30.578 1.689 0.66 0.06 0.20
H -30.433 29.105 1.901 0.30 0.07 -0.52
H -32.151 29.091 1.938 -0.31 -0.69 -0.71
H -31.999 27.738 -2.719 0.50 0.03 -0.51
H -30.251 27.883 -2.306 -0.21 -0.15 0.63
H -31.195 29.345 -2.610 -0.28 -0.11 0.32
C -28.089 23.625 7.798 -0.29 0.60 0.25
C -27.559 22.417 7.105 3.84 0.28 0.80
O -26.395 22.029 7.175 -3.75 0.42 -0.66
N -28.558 21.740 6.181 1.15 -2.84 -0.45
H -29.413 21.573 6.690 -0.76 0.65 -0.10
H -28.662 22.283 5.335 -0.62 0.66 -0.30
C -28.121 20.329 5.732 1.48 -0.55 0.24
H -28.713 24.268 7.177 -0.11 -0.23 -0.32
H -27.288 24.263 8.171 0.27 -0.39 -0.20
H -28.691 23.397 8.678 -0.13 -0.42 0.00
H -28.018 19.685 6.606 -0.26 0.32 0.13
H -27.123 20.352 5.294 0.02 0.64 0.24
H -28.686 19.781 4.978 -0.99 0.94 0.20
C -16.909 33.974 -4.285 0.23 -0.69 -0.73
C -16.182 35.235 -3.995 1.62 -0.76 3.84
O -15.191 35.331 -3.308 -1.66 0.27 -1.94
N -16.935 36.507 -4.335 0.30 0.15 1.37
H -16.704 36.698 -5.299 -0.23 0.61 -0.46
H -17.904 36.241 -4.238 -0.73 0.06 -0.62
C -16.716 37.683 -3.352 -0.09 0.40 -1.74
H -17.858 33.775 -3.786 -0.32 0.98 0.09
H -16.333 33.117 -3.935 0.50 0.24 -0.42
H -17.083 33.938 -5.360 -0.13 -0.40 -0.11
H -17.535 37.689 -2.632 0.59 -0.51 0.32
H -16.886 38.582 -3.944 0.07 -0.03 -0.10
H -15.672 37.700 -3.039 -0.42 -0.38 0.44
C -16.369 18.491 -5.983 2.23 -2.66 -3.75
O -16.196 19.853 -6.222 0.17 1.44 1.81
O -15.911 17.867 -7.130 -1.16 -0.12 2.97
C -15.621 18.104 -4.601 -0.24 -0.02 -1.91
F -14.378 18.696 -4.532 -1.44 -1.14 0.68
F -16.415 18.461 -3.591 -0.19 1.93 1.42
F -15.565 16.765 -4.315 1.24 0.24 -1.19
C -17.281 20.559 -6.703 0.64 1.31 -0.29
C -16.907 22.049 -6.554 -0.75 0.20 -0.48
H -17.645 22.621 -5.991 0.07 0.00 0.34
H -15.909 22.200 -6.144 -0.17 -0.18 0.01
H -16.953 22.457 -7.563 0.33 0.39 0.01
H -18.236 20.330 -6.232 -0.09 -0.25 0.40
H -17.420 20.458 -7.779 -0.03 -0.85 -0.22
H -17.420 18.334 -5.739 -0.78 -0.32 0.27
C -13.540 26.753 -1.304 3.94 2.12 -1.82
O -14.192 27.508 -0.318 -0.75 -0.04 1.62
O -12.283 27.429 -1.454 -2.76 -2.97 0.44
C -13.492 25.125 -1.089 1.77 2.71 -1.61
F -12.635 24.528 -1.973 0.41 0.65 0.64
F -13.105 24.865 0.139 0.22 -0.83 1.14
F -14.606 24.479 -1.366 -2.21 -0.37 0.50
C -15.578 27.458 -0.112 0.61 -0.61 0.93
C -15.984 28.616 0.777 -0.69 0.68 -0.54
H -15.670 28.625 1.821 0.88 -0.22 -0.29
H -15.696 29.516 0.234 0.14 0.34 0.48
H -17.066 28.648 0.907 -0.36 -0.09 -0.44
H -15.838 26.574 0.471 -0.26 -0.70 -0.36
H -16.104 27.477 -1.066 -0.30 -0.04 -0.12
H -14.071 26.924 -2.241 -0.75 -0.53 -0.51
C -24.852 26.303 0.137 0.52 -3.75 1.17
O -23.967 26.388 -0.969 -0.09 0.88 -0.54
O -24.972 24.947 0.506 0.10 3.51 -0.26
C -24.347 27.277 1.252 2.31 -3.59 0.20
F -23.008 27.017 1.673 -1.60 0.36 -0.61
F -24.405 28.504 0.904 0.47 3.62 -1.56
F -25.072 27.246 2.336 -1.24 -0.94 2.05
C -24.014 27.579 -1.784 0.92 -1.64 0.63
C -23.195 27.241 -3.073 -1.84 1.43 0.78
H -22.186 27.652 -3.031 -0.08 -0.40 -0.21
H -23.298 26.195 -3.364 0.39 0.02 0.48
H -23.836 27.776 -3.773 0.76 0.24 -0.86
H -23.659 28.415 -1.182 0.60 0.18 -0.49
H -25.036 27.871 -2.029 -0.43 -0.41 -0.16
H -25.792 26.792 -0.119 -0.84 0.17 -0.45
P -22.688 36.202 -4.678 -0.67 1.37 -1.49
F -21.610 36.207 -3.563 1.91 -1.65 2.36
F -21.680 35.706 -5.835 1.10 -0.59 0.24
F -23.050 34.623 -4.335 -0.36 1.42 -0.17
F -23.753 36.345 -5.869 -0.64 0.00 0.58
F -23.783 36.831 -3.631 0.05 -0.86 -0.21
F -22.078 37.744 -4.893 -1.10 0.29 -1.10
P -29.026 28.862 -10.646 -0.85 -2.75 -0.46
F -28.839 27.291 -10.302 0.10 -1.36 -0.49
F -27.756 29.065 -9.669 0.42 1.51 0.17
F -28.059 28.652 -11.904 1.76 0.85 -0.52
F -29.239 30.420 -10.931 0.41 0.08 0.45
F -30.186 28.493 -11.727 -0.98 0.31 0.73
F -30.044 28.829 -9.404 -0.53 1.43 0.15
B -32.100 23.085 0.796 -0.47 -0.69 0.92
F -32.146 21.730 1.178 0.12 -0.31 0.33
F -31.948 23.902 1.923 0.46 0.44 1.02
F -31.087 23.281 -0.073 2.20 0.31 -1.28
F -33.249 23.450 0.184 -2.10 0.45 -0.89
```
Positions in Å, forces in eV/Å.

Output
- Total charge: +1
- Largest force on an atom: 5.11 eV/Å
- Frontier orbital gap: 0.8 eV
- Lowest unoccupied orbital energy: -0.1513 Ha
- Calculated total energy: -5866.84530 Eh
- Molecular weight: 1324.701 g mol⁻¹
- HOMO level: -4.9222 eV